328
Properties=species:S:1:pos:R:3:mulliken_charge:R:1 method="wB97M-V/def2-TZVPD" homo_lumo_gap_ha=0.31189 homo_ev=-8.2 charge=0
O 13.58674 14.79914 14.27464 -0.67
O 18.64563 12.04680 16.10237 -0.08
O 12.42487 22.34079 24.75886 -0.59
O 23.57045 12.74456 14.29587 -0.60
O 25.89853 17.01179 20.48092 -0.59
O 16.28485 17.11018 22.24947 0.87
O 23.87161 17.78703 22.68741 -0.09
O 23.93710 22.96084 25.54011 -0.61
O 20.69853 23.57652 19.27895 -0.43
O 19.88642 11.17684 18.59896 -0.67
O 24.96567 20.44433 23.76326 -0.19
O 15.17026 20.32653 19.34524 0.57
O 15.14888 22.60638 15.75557 -0.72
O 20.59180 20.35400 12.02453 -0.63
O 17.89280 20.23877 10.99421 -0.58
O 17.07578 21.55220 17.62502 0.95
O 10.69484 14.40848 18.25298 -0.61
O 23.64781 19.49879 28.76971 -0.61
O 18.28960 10.90375 20.74797 -0.67
O 23.22208 15.61151 23.99675 -0.64
O 17.99444 23.69116 18.98780 -0.33
O 19.37725 14.11265 14.54304 0.43
O 29.19769 17.86760 17.00863 -0.53
O 17.31607 17.93078 19.61355 1.50
O 16.54858 18.00018 24.76583 -0.65
O 26.53955 17.83224 23.61093 -0.63
O 21.72446 23.28100 16.87230 -0.63
O 14.12392 15.69075 23.33871 -0.61
O 16.89910 15.22012 24.49107 -0.04
N 18.54695 18.41640 19.18069 0.56
N 24.21072 13.55239 15.23214 1.16
C 16.90969 19.45394 12.99076 0.08
C 23.93169 15.03187 15.02043 2.20
C 12.49788 21.24155 23.78704 0.56
C 22.94621 23.54233 24.75191 0.29
C 11.53664 14.40954 19.38280 0.18
C 15.90208 19.23949 10.65100 -1.87
C 22.37067 22.03180 16.59689 2.78
C 21.29234 25.56506 20.61809 -1.53
C 16.73742 10.56814 16.80319 -0.77
C 12.60190 15.50345 19.33666 -0.24
C 19.47408 19.06900 20.19423 2.86
C 23.55828 23.87184 23.36982 -0.33
C 21.78065 22.51568 24.70051 -0.98
C 18.96615 13.69025 13.21588 1.29
C 17.34029 14.38086 25.46154 0.54
C 17.88170 12.22650 20.80261 1.77
C 18.95210 9.78436 15.65654 -1.01
C 12.86262 19.74983 19.31848 -1.47
C 19.46093 16.13106 18.43572 -2.38
C 19.58983 12.41303 12.62091 -1.49
C 22.05577 10.99117 19.65343 -1.88
C 25.64551 13.14549 15.56993 1.44
C 15.03739 14.14159 15.99107 0.19
C 21.78295 15.58367 24.03382 -0.64
C 21.33070 16.92053 24.58652 -0.10
C 25.50175 11.74275 16.20550 -1.88
C 17.15512 19.16883 11.51909 1.02
C 20.30647 18.33179 17.44147 -1.01
C 16.49394 14.66853 26.74185 -1.58
C 26.24006 20.15157 24.27282 -0.05
C 17.21515 24.18662 20.07437 0.69
C 17.91615 10.85705 15.82160 0.49
C 21.69026 21.41066 15.33939 -1.01
C 14.09583 20.21198 18.52067 0.81
C 21.39636 18.67128 18.44583 -0.04
C 26.30646 14.00203 16.74352 -1.47
C 24.10943 19.28133 27.47739 0.33
C 21.24343 18.30371 11.08542 -1.35
C 18.83212 14.54153 25.77421 -0.70
C 15.76948 24.16749 19.50461 -1.18
C 24.51008 16.88461 20.35677 -0.73
C 17.51031 23.45391 21.36661 -0.44
C 16.59642 19.38619 24.82521 1.98
C 14.95108 17.33639 21.79734 0.88
C 16.55051 22.95277 15.64106 -0.73
C 23.83217 22.34753 16.51297 -1.63
C 22.86813 19.60116 26.59443 -0.68
C 18.04294 19.85597 24.89485 -1.41
C 21.19564 19.11079 12.40059 0.09
C 20.77131 19.62693 19.46959 -2.30
C 27.32815 19.46534 16.43979 -0.71
C 23.86013 17.98655 21.25492 0.66
C 26.60794 12.97290 14.37067 -1.89
C 17.30975 21.76143 16.21709 0.31
C 14.50238 19.18257 17.42538 -0.91
C 18.09249 17.47242 16.91346 -1.86
C 13.94268 17.02616 22.94334 -0.71
C 24.69096 15.78670 16.12428 -1.26
C 15.16769 16.45687 14.73851 -0.11
C 21.09126 11.89727 18.87187 1.64
C 22.46903 15.29814 15.21536 -0.66
C 18.73537 20.27648 20.67791 -1.52
C 28.62661 19.17483 17.22158 0.33
C 20.30423 18.53218 13.48439 1.77
C 18.53389 12.91921 22.01099 -0.96
C 19.82324 18.07390 21.26927 -0.26
C 21.30297 15.29330 22.55857 0.70
C 27.10495 19.14456 23.54722 -0.70
C 19.05756 14.89571 12.31478 -1.03
C 14.91577 14.96795 14.71636 0.37
C 26.14500 15.46860 16.45025 -0.66
C 13.70182 21.30945 22.89787 -0.33
C 21.62656 24.08169 20.21022 1.05
C 19.06699 17.60600 18.04534 3.05
C 12.15226 13.05723 19.74593 -1.17
C 21.75606 12.41515 17.66397 -0.45
C 15.90657 19.79391 26.14490 -1.88
C 16.32794 12.18420 20.77571 -1.33
C 23.01540 23.91292 19.67169 -1.24
C 24.37915 15.49437 13.60335 -1.83
C 11.15386 21.16245 23.09036 -1.38
C 29.75387 20.10923 16.83564 -1.44
C 24.66099 17.82302 27.24778 -0.99
H 17.13156 13.36239 25.13404 0.30
H 18.38176 21.88354 16.06221 -0.64
H 24.19787 15.86209 20.56906 0.38
H 20.23380 15.47844 22.45520 -0.37
H 12.75390 20.28926 20.25938 0.22
H 21.51269 10.73350 20.56269 0.52
H 16.77503 18.65789 19.29702 -0.35
H 17.48610 25.23224 20.22052 0.25
H 21.78151 17.72344 24.00325 -0.19
H 23.53954 15.37286 24.87074 0.32
H 18.24449 13.96679 21.92778 0.01
H 23.49918 16.94589 22.96195 0.27
H 16.99003 20.84462 15.72178 0.28
H 22.82024 24.38704 22.75504 -0.13
H 28.10915 19.12529 23.97065 0.46
H 21.20354 23.42249 18.47718 -0.16
H 19.01971 15.60037 25.95244 0.16
H 17.33957 22.38757 21.21867 -0.29
H 23.70166 22.96533 22.78178 0.00
H 16.06759 18.93943 9.61627 0.45
H 14.59151 16.98272 15.49982 -0.06
H 19.69542 9.90839 16.44406 0.06
H 22.23812 19.20115 17.99998 1.03
H 18.53785 23.60487 21.69746 0.05
H 22.44778 24.37396 25.24995 0.41
H 18.94372 23.79309 19.08816 0.14
H 15.87073 13.09186 21.16968 0.10
H 24.25098 17.06927 19.31424 0.25
H 22.66950 12.97937 17.85207 0.47
H 20.05498 15.33508 12.32918 0.12
H 22.79084 18.11103 21.08395 -0.59
H 24.11761 23.10315 15.78107 0.32
H 17.31093 20.74329 10.42107 0.35
H 12.23741 16.51995 19.18839 0.55
H 27.46992 12.32491 14.52949 0.42
H 15.48824 14.31133 26.52032 0.39
H 13.40381 15.23850 18.64756 -0.36
H 16.65972 17.68412 23.86619 -0.29
H 20.51960 20.50446 18.87404 0.18
H 22.08160 21.89448 14.44447 0.64
H 25.44966 17.46525 27.90967 0.38
H 24.14527 15.58378 17.04577 0.07
H 14.74971 13.10563 15.81186 0.35
H 12.99064 12.91295 19.06446 0.14
H 20.88285 17.80546 14.05463 -0.89
H 13.66705 22.17844 22.24079 0.53
H 21.68987 16.99473 25.61296 0.46
H 24.51106 24.39933 23.41516 0.43
H 23.36886 20.41396 28.84881 0.34
H 20.54485 18.53411 21.94424 0.26
H 21.51371 14.74056 24.67004 0.86
H 18.04708 20.94258 24.98077 0.56
H 21.76007 17.82775 19.03257 -0.16
H 17.76586 18.48062 16.65861 0.18
H 24.00134 14.89530 12.77482 0.39
H 26.07438 12.72177 13.45397 0.35
H 24.34345 18.90974 20.93520 0.71
H 16.04873 19.76869 23.96391 -0.46
H 20.29268 17.19648 20.82446 -1.07
H 16.86476 16.12404 24.81255 0.29
H 26.07914 16.44584 21.23503 0.39
H 24.00490 22.01719 25.37721 0.13
H 14.78522 16.61555 20.99672 -0.34
H 18.98497 17.76463 21.89357 -0.10
H 18.01650 10.37340 21.50014 0.40
H 17.74135 20.09921 21.08851 0.15
H 30.05810 20.07440 15.78953 0.40
H 21.74386 23.76808 16.04527 0.33
H 18.16358 12.87492 19.97303 -0.51
H 16.43839 19.39643 27.00936 0.38
H 15.90475 11.52015 21.52939 0.43
H 21.47301 14.26814 22.22956 0.47
H 10.22057 15.23988 18.17916 0.33
H 18.90036 14.57485 11.28500 0.42
H 14.07178 17.75846 23.74031 0.24
H 24.93491 17.83944 26.19289 0.13
H 22.08117 14.85967 16.13482 -0.53
H 25.73536 17.77348 23.08994 0.10
H 26.15479 19.82861 25.31038 -0.12
H 27.47181 19.42568 15.36002 0.36
H 24.16158 22.79056 17.45282 0.40
H 13.04605 18.68139 19.43206 0.05
H 13.86778 20.45787 22.23805 -0.42
H 15.03120 15.61782 23.64388 0.30
H 11.95320 19.94180 18.74909 0.49
H 16.05888 14.15491 16.37117 0.08
H 24.47265 21.48794 16.31551 0.27
H 17.64550 18.20364 11.39249 -0.11
H 27.39642 14.01044 16.74856 0.36
H 12.98907 15.16768 14.92930 0.39
H 25.15600 10.95047 15.54153 0.35
H 19.16085 13.89158 26.58513 0.42
H 20.32375 15.96304 19.08025 0.17
H 21.08221 13.12835 17.18924 -0.48
H 23.16295 19.49321 25.55063 -0.18
H 19.63296 15.48507 17.57478 0.09
H 12.92645 17.07025 22.55162 0.51
H 21.86088 15.99243 21.93563 -0.83
H 18.71525 21.07067 19.93162 -0.26
H 19.98325 19.23097 14.25689 -0.24
H 18.12020 12.55462 22.95122 0.29
H 29.50228 17.85768 16.09829 0.35
H 15.13180 24.66033 20.23848 0.50
H 26.48378 15.99408 17.34311 0.39
H 10.29920 20.88149 23.70577 0.36
H 26.64555 18.66507 16.72567 -0.01
H 22.18059 10.08030 19.06791 0.35
H 21.35003 22.45686 25.70011 0.38
H 21.89353 11.58237 16.97427 0.32
H 19.08544 11.92330 16.94672 -0.33
H 17.91639 13.43462 13.35998 -0.24
H 16.40453 18.62855 13.49241 -0.27
H 16.77187 23.04930 14.57815 0.54
H 10.79505 14.77767 20.09177 0.39
H 14.55208 21.43185 23.56883 0.24
H 29.43021 21.12810 17.04836 0.37
H 28.36185 19.39341 18.25609 0.23
H 17.27176 22.37759 18.07437 -0.38
H 20.78246 12.70986 19.52947 -0.44
H 12.06451 21.99786 25.57992 0.35
H 19.51841 11.05429 19.47711 0.19
H 20.25554 18.04107 10.70703 0.18
H 15.56665 14.56354 13.94118 -0.13
H 16.63025 23.86924 16.22572 0.16
H 14.42985 14.53433 16.80639 -0.65
H 20.00036 19.25564 16.95066 -0.03
H 26.80779 21.07318 24.40092 0.47
H 22.05550 21.51701 24.36108 0.09
H 17.21584 16.83565 17.03227 0.22
H 19.46123 18.02107 13.01940 -0.32
H 21.71965 17.33043 11.20392 0.28
H 27.21950 19.40197 22.49426 0.23
H 22.00603 14.94521 14.29385 0.30
H 19.07669 12.13179 11.70130 0.46
H 21.45270 23.34892 20.99820 -0.07
H 24.74018 11.67781 16.98261 0.26
H 24.01223 16.51326 13.47947 0.34
H 18.67091 19.53533 25.72609 0.32
H 17.83436 19.62278 13.54265 -0.25
H 22.12975 19.44373 12.85301 0.48
H 18.58524 8.76287 15.75689 0.36
H 15.96119 20.50054 18.82973 -0.78
H 16.94243 14.14017 27.58316 0.44
H 15.94089 11.27982 16.58605 0.03
H 19.27924 20.77958 21.47740 0.68
H 20.63802 17.81266 16.54221 -0.68
H 14.84936 19.53937 26.21997 0.35
H 26.73105 15.87343 15.62517 0.39
H 26.96023 13.93576 14.00068 0.33
H 24.58675 16.86251 15.98327 0.50
H 21.08120 22.84574 23.93243 0.31
H 15.73775 24.60431 18.50647 0.30
H 19.61682 12.79709 21.98991 0.25
H 20.62067 21.61504 15.29132 -0.02
H 15.31534 23.17693 19.47912 -0.12
H 13.91077 21.17547 18.04576 0.25
H 13.61330 18.89759 16.86287 0.75
H 18.24576 15.53335 12.66478 0.05
H 14.89732 18.18534 17.61940 0.15
H 15.99537 20.87749 26.22271 0.48
H 15.17950 18.54642 11.08185 0.38
H 16.52883 15.70429 27.07961 0.28
H 17.50386 10.92331 14.81475 0.38
H 18.60107 17.01390 16.06540 0.29
H 15.19278 19.67259 16.73884 -0.16
H 22.06910 21.39214 17.42634 -1.46
H 14.82351 16.88781 13.79833 0.47
H 10.93009 22.13867 22.66023 0.36
H 20.67615 12.44740 12.53823 0.25
H 23.69739 24.09920 20.50133 0.46
H 18.60636 15.61457 18.87281 0.55
H 19.22208 13.32702 15.07249 0.17
H 11.42787 12.25832 19.58749 0.40
H 15.94926 11.98863 19.77248 0.23
H 26.49927 11.48952 16.56456 0.49
H 19.30103 11.55543 13.22854 0.15
H 19.68590 20.11656 11.81343 0.33
H 24.69803 19.64902 23.29696 -0.05
H 25.46264 15.48454 13.48482 0.32
H 16.40267 9.53368 16.72616 0.41
H 16.88707 17.23393 21.51216 -0.55
H 22.97387 11.51853 19.91244 0.36
H 19.42002 14.29275 24.89071 -0.14
H 20.24971 17.04334 24.51968 -0.24
H 13.11986 15.44858 20.29416 0.10
H 22.01018 20.36868 15.33419 0.10
H 22.04802 18.92958 26.84840 0.41
H 21.60929 26.28861 19.86701 0.36
H 20.20801 25.65537 20.68268 0.16
H 25.86443 13.74091 17.70504 0.42
H 21.47974 19.91788 20.24520 0.57
H 24.88274 20.03686 27.33857 0.23
H 19.47122 9.84603 14.70008 0.22
H 22.51188 20.62243 26.72930 0.45
H 21.61083 25.96529 21.58063 0.35
H 14.78349 18.32531 21.37067 -0.66
H 23.39985 24.38956 18.76997 0.45
H 18.59043 19.67761 23.96936 -0.03
H 22.37336 16.38250 15.27101 -0.25
H 16.87880 23.76543 22.19863 0.57
H 15.12130 21.99696 16.49683 0.25
H 23.82004 17.15577 27.43665 0.31
H 16.20970 16.76586 14.82121 -0.27
H 21.67399 18.90233 10.28269 0.39
H 11.19588 20.50136 22.22474 0.25
H 26.86400 20.36346 16.84729 0.32
H 17.11454 10.68705 17.81894 -0.02
H 12.53412 13.07210 20.76674 0.32
H 15.36842 20.18894 10.60787 0.49
H 30.66171 19.99591 17.42816 0.35
H 23.08440 22.87122 19.35833 0.10
H 12.67438 20.31060 24.32582 0.15
H 22.89319 12.27887 14.79190 0.31
H 16.29714 20.34903 13.09895 0.38